The ion C9H17ClN4 with charge +2 in a non-equilibrium geometry. Source: the OMol25 dataset; level of theory: ωB97M-V/def2-TZVPD.

```
31
Properties=species:S:1:pos:R:3
C 2.49 0.09 -0.24
C 1.58 1.19 -0.89
N 0.22 -0.64 -1.79
H -2.54 -0.60 3.45
H 2.15 2.05 -1.42
H -1.82 -0.09 -2.31
H 1.52 0.34 -3.08
H -0.93 0.55 2.68
C -1.23 0.80 1.67
H -1.34 1.93 1.55
H 0.06 2.38 -0.19
H 0.00 -1.63 1.04
Cl -4.48 -1.47 2.44
C 0.62 -0.69 1.03
C 0.81 0.60 -2.18
H 0.36 -2.35 -0.79
C -2.45 0.03 1.44
H 1.82 -1.96 -1.94
N 0.57 1.55 0.17
H 0.07 1.28 -2.51
N 1.67 -1.03 0.04
C 1.08 -1.56 -1.12
N -0.23 0.48 0.59
H 2.85 0.29 0.72
C -3.04 -0.59 2.48
C -1.11 -0.79 -1.83
H 1.16 2.10 0.79
H 1.08 -0.52 2.04
H 3.45 -0.10 -0.77
H -1.50 -1.75 -1.55
H -2.89 0.12 0.46
```

## Properties
- charge = +2
- energy above the lowest of the compared OMol25 structures with the same formula, charge and spin (kcal per mole) = 6.8
- spin multiplicity = 1
- M (u) = 216.7
- HOMO energy (eV) = -15.673

These are the natural (NBO) partial charges, in e, on atoms 1 to 5: -0.28, -0.09, -0.26, 0.22, 0.30